No. 1
Computed, not measured: the ion C12H28N3O2 with charge +1, with the ωB97M-V functional and the def2-TZVPD basis.

Calculated values
- total charge = +1
- Kohn-Sham gap (eV) = 9.67
- max |F| (eV/Å) = 0.94
- LUMO energy (eV) = -2.220
- highest occupied orbital energy (eV) = -11.89
- relative energy (zero: lowest compared OMol25 entry of this formula, charge and spin) (eV) = 0.000

Structure (XYZ):
```
45
C12H28N3O2 (the ωB97M-V functional and the def2-TZVPD basis)
C -0.65 3.89 -0.03
N -0.09 2.53 -0.14
C 1.39 2.55 0.03
C 2.10 2.78 -1.31
O 1.79 4.08 -1.77
C 1.67 1.71 -2.34
N 0.24 1.89 -2.63
C -0.75 1.59 0.79
C -0.66 0.14 0.31
O 0.68 -0.27 0.23
C -1.42 -0.80 1.28
N -0.88 -2.14 1.11
C -0.85 -2.93 2.33
C -0.03 -4.20 2.10
C -0.64 -5.02 0.97
C -0.74 -4.15 -0.28
C -1.53 -2.88 0.03
H -0.58 4.25 0.99
H -0.09 4.55 -0.69
H -1.70 3.88 -0.33
H -0.20 2.19 -1.18
H 1.67 3.33 0.74
H 1.70 1.57 0.41
H 3.18 2.67 -1.13
H 2.44 4.36 -2.42
H 1.81 0.72 -1.89
H 2.29 1.78 -3.23
H -0.12 1.11 -3.17
H 0.10 2.74 -3.17
H -1.81 1.86 0.86
H -0.30 1.68 1.78
H -1.11 0.08 -0.70
H 0.67 -1.22 0.51
H -1.22 -0.47 2.30
H -2.50 -0.74 1.10
H -0.39 -2.33 3.12
H -1.87 -3.20 2.66
H -0.01 -4.78 3.03
H 0.99 -3.92 1.85
H -0.03 -5.90 0.77
H -1.64 -5.36 1.26
H -1.23 -4.69 -1.08
H 0.26 -3.87 -0.61
H -1.57 -2.24 -0.85
H -2.56 -3.14 0.31
```

No. 2
Computed, not measured: a cluster of 2 separate species, C6H19ClN2Si2 in total in a non-equilibrium geometry, with the ωB97M-V functional and the def2-TZVPD basis.

Calculated values
- Kohn-Sham gap (eV) = 6.97
- max |F| (eV/Å) = 4.61
- LUMO energy (eV) = -0.236
- highest occupied orbital energy (eV) = -7.21
- relative energy (zero: lowest compared OMol25 entry of this formula, charge and spin) (eV) = 0.000

Structure (XYZ):
```
30
C6H19ClN2Si2 (the ωB97M-V functional and the def2-TZVPD basis)
C 2.13 -2.17 -0.38
C -1.43 -2.52 -1.35
C 1.72 -0.82 2.20
C -1.22 0.77 -1.84
C 1.70 -0.66 -0.16
C -2.16 -1.25 -0.85
N 0.99 -0.45 0.97
N -1.21 -0.15 -0.63
Si 0.06 3.28 2.25
Si -0.54 0.20 0.86
Cl -1.88 -0.77 2.07
H 2.89 -2.01 -1.20
H 2.55 -2.59 0.46
H 1.22 -2.72 -0.78
H -0.56 -2.72 -0.73
H -2.07 -3.39 -1.48
H -0.99 -2.30 -2.29
H 1.50 -1.92 2.27
H 2.76 -0.63 2.07
H 1.33 -0.42 3.10
H -1.15 0.11 -2.70
H -2.06 1.46 -1.84
H -0.33 1.42 -1.84
H 2.62 0.00 -0.14
H 1.28 -0.34 -1.07
H -2.89 -0.86 -1.54
H -2.63 -1.63 0.11
H 1.06 2.60 3.02
H -1.02 3.53 3.14
H 0.68 4.40 1.56
```

Look up the LUMO energy of the second one. -0.236 eV